ORCA calculation (wB97M-V/def2-TZVPD) on C3H3ClN2O2 as an isolated structure.

XYZ file:
```
11
Properties=species:S:1:pos:R:3:forces:R:3
Cl 1.499489 1.538396 1.330263 -1.083 -0.438 0.066
O -0.973385 -1.450052 0.683067 0.143 -1.087 4.307
O -0.379854 -0.735488 2.940147 -0.175 -0.987 -5.808
N -0.539119 -1.012221 -0.482992 -4.902 -3.752 -7.464
N 0.181206 1.130932 -1.569503 3.083 -4.249 -1.006
C -0.037122 0.205085 -0.435959 0.529 2.867 -2.088
C 0.211983 0.444070 0.840589 1.408 0.002 2.788
C -0.343591 -0.678684 1.661717 0.392 2.977 4.136
H -1.456337 -1.452584 -1.262105 3.819 2.454 2.704
H 1.116316 1.515414 -1.361940 -0.701 1.002 0.845
H 0.720413 0.495132 -2.343284 -2.513 1.211 1.520
```
Forces are in eV/Å.

Output
Energy above the lowest of the compared OMol25 structures with the same formula, charge and spin   403.7 kJ/mol
Net charge   0
Highest occupied orbital energy   -8.9657 eV

***

ORCA calculation (wB97M-V/def2-TZVPD) on C3H3LiMgO3Tl as an isolated structure.

XYZ file:
```
12
Properties=species:S:1:pos:R:3:forces:R:3
Tl 3.048424 1.063583 1.794334 0.659 -0.133 0.228
Mg -0.358248 -1.001892 -1.182526 2.078 0.397 -1.361
O -0.835199 1.344915 -0.031053 -0.726 0.145 -0.326
O 1.603745 -1.630660 -0.837153 -2.364 -0.579 2.383
O 1.178746 1.633711 0.634959 -0.392 -0.726 -0.371
C 0.401623 0.812324 0.096553 -0.337 0.872 0.302
C -1.719568 0.625063 -0.966492 -0.442 -0.139 0.957
C 1.369058 -2.047068 0.358557 3.077 -1.105 -2.430
Li -0.910899 -0.816222 1.066957 -0.536 0.918 1.110
H -1.922660 1.320580 -1.795420 0.163 -0.582 0.090
H 0.808613 -1.787184 1.278743 -1.280 0.744 -0.264
H -2.663635 0.482851 -0.417459 0.102 0.189 -0.318
```
Forces are in eV/Å.

Output
Net charge   +1
Highest occupied orbital energy (alpha / beta)   -10.7133 / -11.1485 eV

***

ORCA calculation (wB97M-V/def2-TZVPD) on a 6-piece molecular cluster, C24H55N6O6 overall.

XYZ file:
```
91
Properties=species:S:1:pos:R:3:forces:R:3
O 8.199816 7.266313 0.641802 0.354 -0.631 0.563
O 5.625751 1.616893 -0.993858 0.104 0.444 -0.149
O 1.909626 3.797907 -2.309628 -0.404 -0.236 0.693
O -9.430068 -3.414697 -0.975721 0.179 -0.370 0.243
O 5.298878 1.777400 4.228467 -0.199 -0.464 -0.663
O 0.794443 -1.554334 0.266100 -0.736 -1.589 -0.432
N 4.498582 0.324546 2.614280 0.936 0.855 0.372
N -11.114149 -4.072056 0.469482 0.871 1.284 -1.307
N 0.866838 2.871824 -0.462516 0.270 1.299 -0.795
N -6.292475 -4.076346 -0.443137 -1.129 -1.207 -0.837
N 8.683669 5.747223 2.319632 0.571 0.757 -1.099
N 5.849245 3.744814 -1.876390 -0.927 -1.306 0.393
C 5.208203 4.882264 -2.503061 0.030 0.022 0.019
C -5.736123 -2.054715 -2.070324 0.461 -0.793 0.735
C 9.685523 4.947198 2.993198 -0.223 0.050 0.007
C -5.110665 -4.706963 -1.146437 2.950 -0.719 -0.666
C -6.488015 -2.599643 -0.717766 -1.103 2.861 0.486
C 4.676089 -0.264646 1.303255 0.007 -0.026 0.148
C 7.312451 5.684275 2.780661 -0.131 0.202 -0.161
C -4.106099 -2.230190 -1.863901 -0.509 0.281 -1.273
C -3.774677 -3.707822 -1.224139 -0.159 -0.217 0.114
C -10.511170 -3.223558 -0.433988 -1.064 -0.788 1.077
C 5.388043 1.241858 3.131181 -0.601 -0.376 0.101
C 7.271650 3.801997 -1.611359 0.052 -0.279 0.107
C 5.148268 2.611312 -1.524832 0.533 0.910 -0.310
C 1.281477 1.524302 -0.792682 0.129 0.053 -0.162
C 1.240402 3.908521 -1.290464 -0.060 -0.724 0.257
C 0.071697 3.086946 0.728666 0.160 -0.134 -0.119
C 8.994625 6.565579 1.255024 -0.613 -0.210 0.434
C 3.349843 -0.063635 3.405774 0.174 0.227 0.247
C -0.370855 -1.847206 -0.600554 -0.064 -1.897 -0.139
C -1.227996 -3.787725 -2.305169 0.634 -1.160 -0.310
C -2.671147 -4.548490 -2.143494 -0.812 0.903 -0.388
C -10.443578 -5.302760 0.833420 0.195 -0.011 -0.247
C -0.438615 -3.491128 -0.895254 1.127 0.953 -0.671
C -12.398702 -3.772173 1.067342 -0.070 -0.104 0.094
H 2.752418 0.826092 3.626245 -0.081 -0.185 0.118
H 0.912455 0.813135 -0.048805 0.110 0.222 -0.112
H 9.723630 5.241651 4.045905 0.153 -0.181 -0.027
H 6.675777 5.343893 1.958514 -0.107 0.054 0.187
H 4.075085 2.673020 -1.770621 0.128 0.180 -0.088
H -6.079955 -0.949238 -2.240530 0.769 -2.181 0.363
H -10.287692 -5.903188 -0.068005 0.037 -0.089 0.197
H -9.469085 -5.061865 1.268703 -0.047 -0.191 0.061
H -6.264439 -4.326696 0.579729 0.015 0.696 -1.290
H 2.374398 1.486794 -0.828121 -0.124 -0.239 -0.037
H 9.405749 3.892618 2.916232 0.192 0.001 0.136
H 6.992038 6.686099 3.082433 -0.146 -0.171 -0.012
H -0.856548 2.514951 0.641894 -0.026 0.085 0.201
H -3.420111 -3.545101 -0.119358 -0.412 -0.449 -2.059
H 6.224035 1.465907 2.447909 -0.110 -0.115 -0.093
H 10.063803 6.538302 0.986591 -0.005 -0.080 0.105
H 4.138701 4.704109 -2.643418 0.184 -0.074 0.061
H 7.220183 4.997763 3.626519 0.103 0.100 -0.187
H 3.807100 -0.020323 0.685600 0.187 -0.111 -0.161
H -5.340404 -5.027874 -2.272154 0.027 0.660 2.750
H -0.828862 -4.095488 0.027637 0.452 1.236 -1.784
H -2.600913 -5.648504 -1.733766 0.168 2.211 -0.766
H -12.279938 -3.723082 2.153537 -0.200 0.034 -0.084
H 0.702078 -3.812861 -1.034566 -2.459 0.613 0.201
H -11.105650 -2.317923 -0.639805 0.026 -0.155 0.058
H -12.788758 -2.817200 0.705189 0.137 -0.171 0.018
H -0.262253 -1.282447 -1.645923 -0.194 -1.117 2.470
H 0.872790 4.889871 -0.947309 -0.031 -0.094 0.071
H -7.664234 -2.402365 -0.757989 2.705 -0.640 -0.064
H 1.252539 -2.409734 0.560352 -1.261 1.751 -0.856
H -1.302249 -2.818114 -2.997520 -0.036 -2.055 1.776
H 3.697214 -0.496864 4.348657 -0.234 0.041 -0.009
H -11.039269 -5.868878 1.554497 0.097 0.201 -0.166
H 5.674029 5.057972 -3.476954 -0.120 0.159 0.039
H -13.102743 -4.568704 0.810029 -0.068 0.173 0.122
H 0.888128 1.262605 -1.779685 0.138 -0.127 0.055
H -6.031767 -2.694198 -3.004655 0.266 1.239 1.815
H 7.765461 2.980965 -2.139749 0.120 0.115 0.136
H -6.113799 -2.021730 0.244355 -0.452 -1.152 -2.130
H -3.154781 -4.591165 -3.233597 0.998 -0.069 2.295
H 10.671934 5.090766 2.544140 -0.197 0.036 0.017
H -7.157691 -4.565363 -0.824808 0.946 0.761 0.691
H -3.665572 -1.323889 -1.259449 -0.875 -2.015 -0.921
H -4.787374 -5.641388 -0.477951 -0.821 1.911 -1.804
H 7.438702 3.679996 -0.536840 0.192 0.033 -0.118
H -1.376901 -1.590835 -0.056292 1.958 0.012 -0.987
H 2.738837 -0.793624 2.868114 0.180 0.156 -0.011
H 7.688499 4.756830 -1.942753 -0.197 -0.156 0.074
H -0.169381 4.145713 0.855813 0.086 -0.160 -0.087
H 5.579343 0.116023 0.819005 -0.288 0.001 0.099
H -0.527576 -4.534369 -2.919530 -1.662 1.600 1.246
H 5.345605 5.760596 -1.865881 -0.058 0.067 -0.179
H -3.637389 -2.145989 -2.955141 -0.876 -0.274 2.388
H 4.756705 -1.350045 1.411676 -0.012 -0.026 -0.159
H 0.637317 2.740293 1.598287 -0.205 0.071 0.078
```
Forces are in eV/Å.

Output
Net charge   +1
Highest occupied orbital energy   -10.0098 eV

***

ORCA calculation (wB97M-V/def2-TZVPD) on C43H31BrCuF4INO3PS as an isolated structure.

XYZ file:
```
87
Properties=species:S:1:pos:R:3:forces:R:3
I -7.955878 0.502552 -0.531478 0.401 0.133 -0.039
Br 1.950188 -0.728826 2.489361 0.244 -0.089 -0.105
Cu -0.237178 -0.063380 0.010593 0.419 0.155 0.261
S -1.899964 -2.204987 -1.139955 0.064 -1.285 -1.164
P -1.178430 0.482169 2.258777 -0.131 -0.190 0.923
F -2.082079 1.463634 4.947440 0.121 0.016 0.322
F 1.778862 0.598800 7.484380 -0.106 0.004 -0.179
F -0.782624 1.544631 7.302998 0.130 -0.093 -0.119
F 2.997124 -0.395720 5.262732 -0.028 0.018 0.174
O -1.381767 2.377347 -2.276299 0.087 0.241 -0.203
O -0.717487 -1.970848 -0.212126 0.471 -0.112 0.522
O -1.037727 1.605763 -0.208047 0.676 0.115 -0.004
N 1.115077 -0.213553 -1.538330 -0.382 0.115 0.587
C -1.172173 -2.302100 -2.792973 -0.456 0.355 0.242
C 2.996142 -0.552777 -3.567032 -0.287 0.053 0.329
C -0.719650 3.155340 2.418885 -0.151 -0.279 0.051
C -2.501166 -0.689055 2.743717 0.035 0.139 -0.354
C -5.919155 1.021681 -0.724990 -0.458 -0.187 0.099
C -0.125274 -2.277936 -5.338525 -0.118 0.134 -0.053
C -1.010255 4.503910 2.380890 0.012 0.082 -0.051
C 1.091334 0.561344 -2.622680 0.004 0.214 -0.200
C 3.007239 -1.350983 -2.421329 -0.061 0.116 0.066
C -2.969953 -6.591659 -0.631168 -0.044 -0.024 0.012
C -3.041201 2.635279 2.042136 0.152 -0.139 0.125
C -0.173230 1.043154 6.234913 0.009 -0.027 -0.160
C -0.238071 0.482504 3.863331 0.110 0.009 -0.234
C -4.957069 0.170244 -0.206700 -0.045 -0.071 0.052
C -3.578903 -4.351418 -1.229038 0.046 0.149 -0.042
C -3.327832 3.989589 2.023802 -0.007 0.113 -0.054
C -4.219226 2.514933 -1.517578 0.171 -0.185 0.009
C 1.131708 0.563950 6.328201 -0.133 0.011 -0.249
C 1.747708 0.050774 5.189859 -0.165 0.012 -0.198
C -3.245462 1.670253 -1.005291 0.179 -0.077 -0.013
C -1.738117 2.210527 2.274161 0.012 0.043 -0.098
C -3.919292 -5.684042 -1.077254 0.035 -0.083 -0.022
C -3.626115 0.516035 -0.331799 0.091 0.247 -0.147
C -0.833912 0.998030 5.011542 0.168 -0.108 -0.033
C -0.137458 -3.164303 -3.106623 0.154 -0.082 0.036
C 2.006881 0.423526 -3.647179 0.228 -0.295 0.116
C -1.162045 -1.417424 -5.017214 0.045 -0.021 -0.055
C -2.288518 -3.949067 -0.924294 -0.138 0.408 0.124
C -1.683609 -1.422548 -3.733555 -0.139 0.012 0.090
C -1.685076 -6.174460 -0.321185 0.016 0.040 -0.001
C 1.064173 0.006908 3.978867 -0.096 0.078 0.238
C -3.150705 -3.011581 2.809622 -0.017 -0.098 0.037
C -1.341722 -4.839692 -0.455180 0.175 0.100 0.063
C 4.033634 -0.725270 -4.619062 0.106 0.023 -0.054
C -2.318729 4.924291 2.191070 -0.007 -0.046 -0.008
C -4.359141 -2.653521 3.387759 0.030 0.001 -0.001
C -1.771368 1.933994 -1.213928 -0.886 0.078 -0.629
C -3.712095 -0.336483 3.330467 0.072 -0.014 0.025
C -5.556450 2.198010 -1.360851 -0.131 0.121 0.012
C 0.388824 -3.144071 -4.387015 -0.009 -0.037 0.211
C -4.634660 -1.320028 3.644126 -0.072 -0.003 0.035
C -2.226227 -2.034980 2.485510 0.071 0.207 -0.031
C 2.061880 -1.150127 -1.438830 0.222 -0.114 -0.093
H -3.232465 -7.631090 -0.513898 -0.055 -0.111 -0.003
H -1.560807 -0.744641 -5.760889 -0.038 0.070 -0.031
H 1.951822 1.090024 -4.492456 -0.038 0.052 -0.137
H -5.230421 -0.744183 0.297953 -0.090 -0.072 0.069
H 1.199002 -3.807205 -4.644095 0.099 -0.111 -0.015
H -3.827543 1.922063 1.853289 -0.085 -0.005 0.053
H -0.356852 -4.483460 -0.193698 0.112 -0.004 0.076
H -4.344934 4.315213 1.862516 -0.075 0.020 -0.028
H 0.257032 -3.836933 -2.362285 0.073 -0.116 0.061
H 0.304063 2.821727 2.534930 0.084 0.067 0.071
H 3.761512 -2.113932 -2.291263 0.014 -0.059 0.015
H -0.215135 5.227654 2.480944 0.048 0.053 0.025
H 3.700266 -0.332771 -5.575766 0.025 0.000 -0.071
H -2.928459 -4.052219 2.616045 0.026 -0.040 -0.016
H 0.322981 1.320151 -2.669857 -0.102 0.081 0.089
H -4.920773 -6.016274 -1.304332 -0.073 0.001 -0.027
H -0.952332 -6.888795 0.023793 0.044 -0.020 0.054
H -2.865981 -0.121119 0.100638 -0.149 0.037 0.046
H -3.927566 3.417418 -2.030122 0.057 0.098 -0.098
H 4.929433 -0.180438 -4.318716 0.082 0.021 -0.077
H -3.928138 0.689628 3.575923 -0.042 0.073 -0.025
H 0.284912 -2.273114 -6.335719 0.047 -0.010 -0.134
H -2.486149 -0.755167 -3.458374 -0.122 0.155 -0.008
H -2.546370 5.978627 2.154139 -0.030 0.088 0.031
H -6.307878 2.873788 -1.733623 -0.157 0.038 -0.072
H 4.307921 -1.772720 -4.725926 0.022 -0.029 -0.068
H -1.284233 -2.304813 2.025930 -0.019 -0.074 0.026
H -4.299963 -3.630408 -1.583879 -0.149 0.073 -0.016
H -5.076224 -3.414305 3.655283 -0.092 -0.066 -0.014
H -5.571303 -1.036954 4.099901 -0.087 0.001 0.055
H 2.052010 -1.750003 -0.538233 -0.018 -0.091 -0.004
```
Forces are in eV/Å.

Output
Energy above the lowest of the compared OMol25 structures with the same formula, charge and spin   17.2 kJ/mol
Spin multiplicity   2
Net charge   +1
Highest occupied orbital energy (alpha / beta)   -10.8354 / -10.8237 eV

***

no.,molecular weight (g mol⁻¹),largest force on an atom (eV/Å)
1,134.52,9.7
2,322.68,4.1
3,523.74,3.1
4,1019.11,1.7